ORCA calculation (ωB97M-V with the def2-TZVPD basis set) on a 2-piece molecular cluster, C2H3N2O3 overall.

Output
Charge: -1
2S+1: 1
Orbital gap (spin up / spin down), eV: 7.086 / 7.085
Molecular weight, u: 103.1
Lowest unoccupied orbital energy (spin up / spin down), Eh: 0.1475 / 0.1475

```
10
Properties=species:S:1:pos:R:3:forces:R:3
C -0.615033 0.462955 0.016159 0.4320 3.0386 -0.9566
C 0.519850 -0.344113 0.000953 1.8889 -3.2554 0.2525
N -1.845062 0.099631 -0.064697 -1.3619 -5.4827 1.3062
N 1.855050 -0.003580 0.013426 -0.5459 2.4925 -0.2547
O -2.958200 0.706347 0.050978 0.4024 0.4215 -0.3200
O 2.229031 1.205470 0.174492 -0.5343 -0.8569 -0.1108
O 2.697874 -0.894015 -0.176745 0.2599 -0.4272 0.1906
H -0.546031 1.597255 -0.155884 0.3272 -1.6847 0.6692
H 0.614962 -1.481365 0.011831 -1.4085 1.6165 -0.0889
H -1.952443 -1.348582 0.129491 0.5401 4.1377 -0.6875
```
Positions in Å, forces in eV/Å.

Atomic partial charges in e from the natural (NBO) method, atoms 1 to 8: -0.0021 -0.3217 -0.0346 0.4662 -0.5968 -0.5619 -0.5293 0.2207